DFT (ωB97M-V/def2-TZVPD) results for a structure of composition C11H40AsF6O13 at a distorted geometry.

Last column: Löwdin charge in e.
Geometry (Å):
As: 24.28318 19.20943 21.61459  0.718
F: 23.30446 20.32726 20.71365  -0.231
F: 24.16772 18.05486 20.35330  -0.223
F: 25.21558 18.05544 22.47422  -0.213
F: 24.39792 20.37550 22.86864  -0.224
F: 22.84813 18.53926 22.35183  -0.241
F: 25.70497 19.84315 20.86804  -0.237
O: 23.23020 16.77078 24.39846  -0.043
H: 23.89518 17.10526 25.01238  0.060
H: 23.05181 17.53232 23.83416  -0.003
O: 23.20677 16.77178 18.20449  -0.073
H: 23.65536 17.19316 18.94414  -0.020
H: 22.31887 17.15638 18.24141  0.005
O: 20.16114 17.32205 23.50137  -0.049
H: 21.04468 17.69411 23.43635  -0.013
H: 19.83654 17.61779 24.35581  0.034
C: 26.94700 18.92493 17.86623  -0.018
C: 26.47615 18.14253 16.66861  -0.286
C: 25.11680 18.60378 16.09941  -0.073
O: 25.33713 18.68067 14.68685  0.059
C: 26.63874 18.45872 14.39864  -0.579
O: 27.09503 18.45382 13.29650  0.138
O: 27.35010 18.28448 15.52353  0.082
H: 26.12874 19.11436 18.55830  0.070
H: 27.35978 19.89224 17.56166  0.093
H: 27.75383 18.42496 18.40163  0.083
H: 26.48839 17.07353 16.89583  0.153
H: 24.94313 19.60578 16.50586  0.129
H: 24.25344 17.97828 16.29576  0.113
C: 26.59382 22.58817 19.33979  -0.180
O: 27.50722 21.74455 19.98444  -0.136
H: 26.20299 22.14568 18.41393  0.069
H: 25.79004 22.88923 20.01922  0.079
H: 27.08534 23.50857 19.01238  0.073
H: 27.02469 21.00371 20.36937  0.023
C: 24.60699 13.73858 24.23941  -0.162
O: 24.16252 14.50868 23.15055  -0.131
H: 23.90022 12.91439 24.41085  0.078
H: 25.57013 13.23099 24.09457  0.079
H: 24.67860 14.28976 25.18082  0.077
H: 24.14362 15.43322 23.44955  0.048
C: 19.80114 18.95007 19.00781  -0.133
O: 21.10456 18.38036 19.06859  -0.129
H: 19.14336 18.18998 18.58063  0.080
H: 19.41289 19.26063 19.97575  0.066
H: 19.75994 19.77664 18.28933  0.081
H: 21.64213 18.99190 19.58633  0.055
C: 28.97040 18.84433 21.24594  -0.176
O: 29.50632 17.55867 20.98377  -0.110
H: 29.20746 19.59533 20.48473  0.072
H: 27.91447 18.86391 21.49718  0.057
H: 29.42802 19.29225 22.14754  0.077
H: 30.45925 17.67444 20.99828  0.070
C: 20.40299 20.98190 22.23173  -0.149
O: 20.67100 21.72799 21.03911  -0.143
H: 19.48644 21.33762 22.69513  0.075
H: 20.26446 19.93087 21.96413  0.053
H: 21.26168 21.14552 22.88640  0.077
H: 21.57170 21.55127 20.74678  0.041
C: 25.84055 15.28301 20.35727  -0.152
O: 26.11883 14.17324 21.21803  -0.150
H: 26.35349 16.16922 20.74738  0.064
H: 26.18547 15.03524 19.35848  0.072
H: 24.77020 15.50401 20.36307  0.067
H: 25.46669 14.21138 21.93616  0.011
C: 26.86739 20.21465 25.61573  -0.152
O: 25.53696 19.79043 25.86932  -0.138
H: 26.94552 21.27889 25.86412  0.076
H: 27.52615 19.61702 26.23312  0.074
H: 27.09407 20.14790 24.54933  0.069
H: 24.88302 20.47921 25.74407  0.066

Summary:
- total charge = -1
- frontier orbital gap (eV) = 9.257
- DFT total energy (Ha) = -4256.36654
- max |F| (eV/A) = 1.82